The following is a DFT calculation (the ωB97M-V functional and the def2-TZVPD basis) of an isolated ion of composition C5H11N2 and charge +1.

Summary:
Gap between HOMO and LUMO (spin up / spin down): 7.674 / 7.675 eV
SMILES: C=[NH+][C@@H]1CN1CC
Strongest force on any atom: 0.0928 hartree/bohr
Energy relative to the best compared isomer or geometry (same formula, charge and spin): 89.3 kcal per mole
Charge: +1
E_tot: -8333.2477 eV
HOMO (spin up / spin down): -13.2 / -13.2 eV
Lowest unoccupied orbital energy (spin up / spin down): -5.5 / -5.5 eV

Structure (XYZ):
```
18
Properties=species:S:1:pos:R:3:lowdin_charge:R:1
H -0.157 -2.204 -2.615 0.137
H -2.077 0.099 0.911 0.095
H 2.073 1.180 -0.304 0.107
H 0.254 -3.344 -1.041 0.168
C -0.242 1.206 1.323 -0.246
C 0.298 -2.300 -1.591 0.175
H 0.637 0.850 1.911 0.122
H -0.626 2.267 1.532 0.152
C -1.354 0.283 1.763 -0.111
H 1.327 2.150 -1.566 0.168
H 0.955 -1.387 0.102 0.190
H -1.725 0.460 2.785 0.086
N -0.019 1.182 -0.120 -0.054
H -0.901 -0.799 1.852 0.085
N 0.508 -1.260 -0.832 0.079
H -0.361 0.242 -2.121 0.186
C 0.239 0.156 -1.143 -0.215
C 1.169 1.219 -0.847 -0.124
```